{
  "formula": "H26O13",
  "method": "the ωB97M-V functional and the def2-TZVPD basis",
  "symbols": ["H", "H", "H", "H", "H", "H", "H", "H", "H", "H", "H", "H", "H", "H", "H", "H", "H", "H", "H", "H", "H", "H", "H", "H", "H", "H", "O", "O", "O", "O", "O", "O", "O", "O", "O", "O", "O", "O", "O"],
  "positions_angstrom": [[0.67642, 0.17566, 0.39592], [-0.83805, 0.14605, 0.52060], [-2.66076, 1.25036, -1.77719], [-1.71088, 1.33837, -0.59396], [0.84878, -2.04128, -1.53680], [-0.34094, -1.74030, -2.43347], [-2.18759, 2.78927, 2.88726], [-2.46904, 1.39718, 3.42845], [1.33331, -1.15969, 1.54160], [2.74497, -1.13122, 2.10414], [-4.31699, -1.91346, -0.10467], [-5.78071, -2.20840, 0.17919], [-3.10144, 3.62023, -0.93906], [-3.65937, 4.10615, -2.26671], [-0.07262, -4.92747, 1.11275], [0.23799, -4.01908, -0.06555], [4.14251, 2.51604, 1.12279], [4.52129, 1.46805, 2.15637], [2.10641, 0.76667, -1.34458], [0.78544, 1.46409, -1.62509], [-1.72914, -2.05543, 0.88201], [-1.91130, -3.21084, -0.08850], [4.16153, -0.59680, -1.26323], [3.21943, -1.54791, -0.54360], [3.60726, 2.56988, -0.41885], [3.06834, 2.23728, -1.80051], [-0.12542, 0.02231, -0.11646], [-1.72537, 1.20735, -1.54875], [0.37155, -2.37642, -2.30421], [-2.19150, 2.27801, 3.70432], [2.15769, -0.66197, 1.50090], [-5.10606, -1.52972, 0.29420], [-3.54680, 4.37141, -1.34695], [0.01787, -3.99842, 0.87259], [3.76282, 1.83256, 1.68642], [1.17135, 0.74535, -1.11179], [-2.39335, -2.49336, 0.33793], [4.13793, -1.25628, -0.56072], [2.79441, 2.56580, -0.93678]],
  "lumo_ev": -0.1,
  "de_lowest_kj_mol": 604.0,
  "fmax_ev_per_a": 7.86,
  "orbital_gap_ev": 9.7
}



{
  "formula": "H26O13",
  "method": "the ωB97M-V functional and the def2-TZVPD basis",
  "symbols": ["O", "H", "H", "O", "H", "H", "O", "H", "H", "O", "H", "H", "O", "H", "H", "O", "H", "H", "O", "H", "H", "O", "H", "H", "O", "H", "H", "O", "H", "H", "O", "H", "H", "O", "H", "H", "O", "H", "H"],
  "positions_angstrom": [[-0.89654, 1.07851, -2.63292], [-0.24154, 1.91951, -2.71792], [-1.30354, 1.35051, -3.39992], [-2.78054, 0.13651, 1.10308], [-2.67154, 0.77251, 0.51108], [-3.44454, 0.53951, 1.91208], [2.66146, -0.70149, -2.88092], [2.58246, -0.21149, -3.59292], [2.14946, -0.25549, -2.33792], [1.87046, 1.13051, -1.30092], [2.81546, 1.43851, -1.22892], [1.71746, 1.93951, -1.75792], [-2.16954, 2.29051, -0.49692], [-1.94054, 1.84951, -1.31292], [-1.44254, 2.73951, -0.16592], [-0.96654, -0.44349, 3.12208], [-0.05454, -0.33049, 3.10208], [-1.32454, -0.22749, 2.33508], [-0.03854, 3.12051, 0.83008], [0.53946, 3.59851, 1.58408], [0.56646, 2.55551, 0.41008], [-0.17854, -0.51349, 0.30908], [0.13746, 0.20951, -0.21192], [-1.06854, -0.31249, 0.63808], [-0.41354, -2.62249, -1.89892], [0.35346, -2.80249, -2.40992], [-0.18554, -1.92449, -1.43492], [1.72246, 0.42351, 2.91408], [2.05746, 0.23951, 3.85708], [1.88146, -0.10449, 2.07208], [0.33646, -2.93449, 0.96108], [0.55046, -2.25549, 0.27008], [1.01846, -2.75249, 1.75408], [-3.80154, -2.28549, 0.35008], [-3.56654, -1.39749, 0.49908], [-3.16954, -2.95649, 0.07508], [2.73046, -0.86449, 0.78508], [3.42946, -1.29949, 0.25408], [2.53846, -0.13649, 0.13308]],
  "lumo_ev": -1.3,
  "de_lowest_kj_mol": 628.4,
  "fmax_ev_per_a": 9.19,
  "orbital_gap_ev": 8.4
}



{
  "formula": "H26O13",
  "method": "the ωB97M-V functional and the def2-TZVPD basis",
  "symbols": ["O", "H", "H", "O", "H", "H", "O", "H", "H", "O", "H", "H", "O", "H", "H", "O", "H", "H", "O", "H", "H", "O", "H", "H", "O", "H", "H", "O", "H", "H", "O", "H", "H", "O", "H", "H", "O", "H", "H"],
  "positions_angstrom": [[-0.99948, 1.81029, 2.83306], [-1.27264, 2.75177, 2.82184], [-1.46311, 1.52282, 2.02063], [0.18266, 0.07759, -0.06090], [0.15065, -0.48144, -0.84977], [-0.65376, -0.07188, 0.36123], [2.98922, -0.45221, -1.33585], [2.84277, 0.30003, -1.94178], [3.86830, -0.36963, -0.92822], [1.63606, 1.33193, 2.01669], [2.31454, 0.68985, 2.22412], [1.01235, 0.85263, 1.46778], [2.05774, -2.06909, 0.80682], [1.45058, -2.68527, 1.20680], [1.51696, -1.38567, 0.47716], [-0.90909, 2.74749, -0.01493], [-0.20636, 2.17677, 0.22299], [-0.56065, 3.33407, -0.70370], [-2.79409, -2.32348, 2.45642], [-3.68445, -2.30973, 2.20150], [-2.43956, -1.47979, 2.23149], [-1.56934, 1.29327, -2.46652], [-1.66327, 1.78474, -3.26159], [-1.68239, 1.81342, -1.65457], [1.05588, 1.19831, -2.90246], [1.04263, 1.11318, -3.85918], [0.11512, 1.23861, -2.73425], [-0.01454, -1.27117, -2.33242], [0.66092, -1.85303, -2.56617], [0.26518, -0.54484, -2.89228], [-2.51057, 0.32078, 0.78087], [-3.21795, 0.90633, 1.09691], [-2.94342, -0.51389, 0.66345], [-0.26171, -0.67000, 3.48727], [-0.37861, 0.26516, 3.28620], [-0.76439, -0.89064, 4.25791], [2.28075, -2.76361, -2.50864], [2.10658, -3.46358, -1.83990], [2.44052, -1.93011, -2.06800]],
  "lumo_ev": -0.1,
  "de_lowest_kj_mol": 186.4,
  "fmax_ev_per_a": 3.36,
  "orbital_gap_ev": 10.1
}